This record from OMol25 describes 2 unconnected molecules or ions with the total composition CH3P3 in a non-equilibrium geometry. The level of theory is ωB97M-V with the def2-TZVPD basis set.

Computed properties:
HOMO-LUMO gap (spin up / spin down) = 6.55 / 6.08 eV
Charge = 0
Energy relative to the best compared isomer or geometry (same formula, charge and spin) = 73.1 kcal/mol
Largest force on an atom = 3.14 eV/Å

Each line ends with the Mulliken charge.
Element x y z (Å)
C -0.40 -0.06 0.14  -0.115
P -1.96 -0.85 -0.16  0.056
P -1.73 1.14 0.24  0.001
P 1.29 -0.34 -0.38  -0.010
H 0.01 -0.82 2.03  -0.007
H 1.72 0.97 -0.14  0.039
H 1.06 -0.04 -1.74  0.036